Entry from OMol25: a 2-piece molecular cluster, C5H7Br overall (ωB97M-V with the def2-TZVPD basis set).

Its orbital gap (spin up / spin down) is 6.442 / 7.905 eV. The expectation value of S² is 2.02. The value obtained for the HOMO energy (spin up / spin down) is -5.640 / -10.579 eV. The relative energy (zero: lowest compared OMol25 entry of this formula, charge and spin) comes out at 38.0 kcal per mole.

Structure (ORCA input):
```
! wB97M-V def2-TZVPD RIJCOSX def2/J DEFGRID3
* xyz 0 3
C 1.1747 0.2330 1.8940
C 0.9585 0.1476 0.7314
C -0.0579 0.9523 -1.3555
C 0.2018 -1.4726 -0.9647
C 0.3792 -0.0860 -0.6515
Br -2.3786 1.6522 2.3573
H 1.6518 0.5901 2.8343
H -0.6384 0.8355 -2.2798
H -0.1229 1.9741 -0.9851
H -1.6633 0.7554 1.4605
H -0.2500 -1.5585 -1.9301
H 1.1232 -2.0532 -0.9460
H -0.3780 -1.9698 -0.1647
*
```

=====

Entry from OMol25: C11H15BrF4InN4O2 as an isolated structure (ωB97M-V with the def2-TZVPD basis set).

Its orbital gap is 3.135 eV. The value obtained for the HOMO energy is -20.033 eV.

Structure (ORCA input):
```
! wB97M-V def2-TZVPD RIJCOSX def2/J DEFGRID3
* xyz 3 1
C 1.5302 1.2891 3.8059
C 0.4293 2.1378 3.0267
C 1.0013 2.5854 1.6023
N 0.2972 1.9449 0.4492
C 0.3734 0.6749 0.1519
N 1.1735 -0.1511 0.9771
C 0.9991 -1.3542 0.4007
C 1.7884 -2.5032 1.0893
O 1.3687 -3.0474 2.0745
O 2.8990 -2.8602 0.5147
N 0.1419 -1.3591 -0.7290
C -0.2398 -2.5427 -1.5181
F -0.1277 -3.6884 -0.7997
F -1.5465 -2.4961 -1.9156
C 0.7062 -2.7940 -2.8000
F 1.0100 -1.6023 -3.5551
F 0.1697 -3.7560 -3.5756
N -0.2146 -0.0829 -0.8839
C -1.0779 0.4929 -1.9398
Br 0.0324 1.8887 -2.8525
C -2.4122 1.1396 -1.3737
C -3.1691 0.1961 -0.3552
H 1.9254 1.8040 4.7153
H 1.1358 0.2865 4.1234
H 2.4231 1.0679 3.1562
H -0.4491 1.4453 2.9099
H 0.1795 3.0196 3.6759
H 2.1003 2.3909 1.4951
H 0.8617 3.6959 1.4926
H -0.2956 2.5679 -0.1081
H 1.6667 -3.2270 -2.3973
H -1.3611 -0.2185 -2.7476
H -3.1063 1.4072 -2.2185
H -2.2195 2.1115 -0.8385
H -4.2436 0.4879 -0.2120
H -2.6886 0.3558 0.6545
H -3.0603 -0.8875 -0.6035
In 1.9988 -0.4189 -4.8911
*
```

=====

Entry from OMol25: C20H16N6O8P2S2SeW as an isolated structure (ωB97M-V with the def2-TZVPD basis set).

Its orbital gap is 6.324 eV. The value obtained for the HOMO energy is -14.680 eV. The relative energy (zero: lowest compared OMol25 entry of this formula, charge and spin) comes out at 1.4 kcal per mole.

Structure (ORCA input):
```
! wB97M-V def2-TZVPD RIJCOSX def2/J DEFGRID3
* xyz 2 1
W -0.8488 -0.3127 0.8374
O 3.1765 0.4046 1.5014
P 1.9837 0.4266 2.5417
O 2.3160 0.0816 3.9109
O 0.8777 -0.4347 1.8489
O 1.4038 1.9222 2.3035
P -0.0878 2.3964 2.6336
O -0.2226 3.7318 1.8271
O -0.4836 2.4625 4.0195
O -0.9564 1.3107 1.8009
H 4.0409 0.4193 1.9374
H -0.0690 3.7179 0.8759
Se 2.5120 3.8587 -4.9478
N 2.9958 2.3896 -4.0824
C 2.0128 2.0747 -3.2793
C 2.0341 0.9100 -2.4022
C 3.0584 -0.0381 -2.3630
C 2.9428 -1.1107 -1.5020
C 1.8306 -1.2135 -0.6782
N 0.8447 -0.3156 -0.7110
C 0.9420 0.7192 -1.5645
C -0.2094 1.5923 -1.6023
N -1.2180 1.2352 -0.7865
C -2.3462 1.9443 -0.8020
C -2.5004 3.0519 -1.6305
C -1.4644 3.4335 -2.4584
C -0.2827 2.6839 -2.4566
C 0.8729 2.9503 -3.3043
N 0.9456 3.9651 -4.1261
H 3.9191 0.0790 -3.0091
H 3.7124 -1.8672 -1.4445
H 1.7339 -2.0261 0.0284
H -3.1316 1.6169 -0.1338
H -3.4318 3.5994 -1.6126
H -1.5522 4.2909 -3.1135
C -0.9624 -0.6133 4.4635
C -1.0458 -1.8538 3.6528
N -1.0553 -1.9435 2.3293
C -1.1625 -3.2516 1.8966
C -1.2176 -4.1648 2.8909
S -1.1654 -3.3726 4.3992
C -1.2067 -3.4367 0.4592
C -1.4867 -4.5516 -0.2542
S -1.4975 -4.1806 -1.9117
C -1.1283 -2.5590 -1.5969
N -0.9759 -2.3027 -0.3035
C -1.0390 -1.5904 -2.7285
H -1.5481 0.1900 4.0207
H 0.0769 -0.2862 4.5548
H -1.3426 -0.7933 5.4667
H -1.2888 -5.2368 2.8100
H -1.7138 -5.5398 0.1101
H -1.4901 -2.0183 -3.6215
H 0.0018 -1.3603 -2.9622
H -1.5716 -0.6695 -2.4946
O -2.5313 -0.4151 0.7632
*
```

=====

Entry from OMol25: a 3-piece molecular cluster, C12H21BCl4O overall (ωB97M-V with the def2-TZVPD basis set).

Its orbital gap is 10.450 eV. The value obtained for the HOMO energy is -9.892 eV. Its SMILES is C#CCCCBC[C@@H]1CO1.ClCCCl.ClCCCl.

Structure (ORCA input):
```
! wB97M-V def2-TZVPD RIJCOSX def2/J DEFGRID3
* xyz 0 1
C -2.6481 0.9436 2.0738
C -2.3220 1.2589 0.9638
C -1.7007 1.7384 -0.3958
C -1.4001 3.2832 -0.4210
C 0.0690 3.7080 0.0059
B 0.8252 2.7150 1.0216
C 1.6301 1.3714 0.6342
C 1.2329 0.3623 1.9145
C 2.3209 -0.7958 2.2103
O 0.9456 -1.0373 1.5644
H -2.9854 0.8179 3.1143
H -0.8532 1.0818 -0.7226
H -2.5199 1.5611 -1.1560
H -1.5398 3.6162 -1.4903
H -2.1311 3.7955 0.2670
H -0.0332 4.6946 0.5529
H 0.7334 3.9080 -0.8805
H 0.8170 2.9943 2.1862
H 1.2632 0.8539 -0.2877
H 2.7428 1.4794 0.6838
H 0.7059 0.8379 2.8211
H 3.1722 -0.9401 1.5130
H 2.3311 -0.9407 3.3137
Cl -4.3949 -1.0709 -1.7557
C -4.0025 -2.4930 -0.7616
C -2.6511 -2.3564 -0.0982
Cl -1.3124 -2.4230 -1.2711
H -4.0542 -3.3752 -1.3990
H -4.7800 -2.5771 -0.0014
H -2.4995 -3.1778 0.6035
H -2.5679 -1.4195 0.4522
Cl 1.7853 -1.5794 -3.2856
C 2.7608 -2.7410 -2.3544
C 3.6112 -2.0585 -1.3084
Cl 4.9187 -1.0860 -2.0305
H 3.3678 -3.3122 -3.0563
H 2.0622 -3.4258 -1.8717
H 4.0877 -2.8074 -0.6742
H 3.0131 -1.4044 -0.6741
*
```

=====

Entry from OMol25: C2H2Cl2P2 in the gas phase (ωB97M-V with the def2-TZVPD basis set).

Its orbital gap (spin up / spin down) is 7.724 / 7.726 eV. The value obtained for the HOMO energy (spin up / spin down) is -8.681 / -8.683 eV. Its SMILES is [H]/P=C(\Cl)[PH]#CCl. The relative energy (zero: lowest compared OMol25 entry of this formula, charge and spin) comes out at 80.0 kcal per mole.

Structure (ORCA input):
```
! wB97M-V def2-TZVPD RIJCOSX def2/J DEFGRID3
* xyz 0 1
H -1.4362 -2.3612 -1.8573
P -0.3467 -1.3449 -1.9613
C -0.8163 -0.6592 -0.4791
Cl -2.2397 -0.7685 0.3873
P 0.5946 0.5019 0.6513
C 1.6572 1.7901 1.2301
Cl 1.7463 3.3722 0.6252
H 0.8408 -0.5304 1.4036
*
```

=====

Entry from OMol25: a 2-piece molecular cluster, C2H8NO overall (ωB97M-V with the def2-TZVPD basis set).

Its orbital gap (spin up / spin down) is 12.342 / 4.333 eV. The expectation value of S² is 0.75. The value obtained for the HOMO energy (spin up / spin down) is -23.734 / -21.504 eV. The relative energy (zero: lowest compared OMol25 entry of this formula, charge and spin) comes out at 92.0 kcal per mole.

Structure (ORCA input):
```
! wB97M-V def2-TZVPD RIJCOSX def2/J DEFGRID3
* xyz 2 2
C -1.3364 -0.4101 -0.8758
C -0.2921 -1.0484 1.2473
N -0.3788 -0.2731 0.1949
H -1.3472 -1.4883 -1.2622
H -2.3379 -0.3374 -0.4639
H -0.8582 0.1063 -1.7343
H -0.9187 -1.9595 1.1845
H 0.3988 -0.9345 2.1073
H 0.4084 0.4489 0.1438
H 1.2473 2.0050 -0.8948
H 2.6629 1.5380 -0.3674
O 1.6930 1.3730 -0.3131
*
```

=====

Number 1: largest force on an atom 0.226 Eh/bohr. Number 2: largest force on an atom 0.092 Eh/bohr. Number 3: largest force on an atom 0.006 Eh/bohr. Number 4: largest force on an atom 0.091 Eh/bohr. Number 5: largest force on an atom 0.059 Eh/bohr. Number 6: largest force on an atom 0.056 Eh/bohr.